No. 1
C41H95N5O9 | ωB97M-V with the def2-TZVPD basis set

Geometry as XYZ:
```
150
C41H95N5O9 | OMol25 | ωB97M-V with the def2-TZVPD basis set
C 0.253 4.171 -4.363
C -0.396 5.256 -3.463
C -0.859 4.718 -2.080
C -2.309 4.144 -2.110
C -2.545 3.152 -0.939
C -2.593 1.644 -1.357
C -1.476 1.211 -2.353
C -0.681 -0.043 -1.924
C 0.000 0.050 -0.527
C 0.685 1.404 -0.241
C 1.500 1.869 -1.408
N 2.194 1.907 -2.282
C 1.464 1.452 1.116
C 1.659 2.868 1.609
N 1.419 3.872 2.032
C 2.935 0.914 0.798
C 3.967 2.042 0.625
O 4.823 2.277 1.399
C 0.915 0.521 2.217
C -0.448 0.927 2.889
N -1.313 1.826 2.154
N -0.180 1.398 4.252
N -1.220 -0.321 3.029
H 1.336 4.062 -4.217
H -0.208 3.178 -4.266
H 0.115 4.483 -5.414
H 0.339 6.069 -3.352
H -1.295 5.617 -3.990
H -0.176 3.888 -1.818
H -0.730 5.486 -1.301
H -2.444 3.671 -3.096
H -2.973 5.018 -2.078
H -1.813 3.343 -0.136
H -3.534 3.394 -0.517
H -2.625 0.992 -0.466
H -3.568 1.489 -1.850
H -0.807 2.037 -2.632
H -1.984 0.944 -3.297
H -1.413 -0.868 -1.852
H 0.084 -0.351 -2.650
H -0.744 -0.221 0.237
H 0.773 -0.738 -0.481
H -0.126 2.146 -0.146
H 3.262 0.366 1.699
H 2.946 0.180 -0.019
H 3.894 2.629 -0.323
H 1.668 0.527 3.025
H 0.869 -0.526 1.891
H -1.602 1.467 1.254
H -0.967 2.776 2.110
H -1.013 1.813 4.655
H 0.605 2.045 4.274
H -2.190 -0.115 3.240
H -0.791 -0.930 3.714
C 4.822 -3.464 4.505
C 4.167 -2.946 3.235
C 4.997 -3.287 2.007
O 4.003 -1.531 3.317
H 5.807 -3.008 4.646
H 4.222 -3.203 5.379
H 4.942 -4.548 4.476
H 3.169 -3.375 3.136
H 5.987 -2.828 2.067
H 4.521 -2.900 1.104
H 5.121 -4.366 1.902
H 4.876 -1.130 3.403
C 7.479 -3.988 7.915
C 6.196 -4.804 7.873
C 5.809 -5.300 9.258
O 6.365 -5.916 6.995
H 8.312 -4.595 8.281
H 7.748 -3.647 6.914
H 7.373 -3.116 8.564
H 5.388 -4.195 7.463
H 6.587 -5.950 9.667
H 4.892 -5.890 9.210
H 5.652 -4.468 9.948
H 7.077 -6.464 7.346
C -7.969 2.208 0.821
C -7.005 3.047 -0.003
C -7.608 3.423 -1.347
O -5.795 2.319 -0.209
H -8.209 1.274 0.305
H -7.519 1.937 1.778
H -8.899 2.747 1.012
H -6.743 3.952 0.549
H -7.836 2.530 -1.936
H -6.901 4.017 -1.931
H -8.527 3.999 -1.221
H -6.016 1.517 -0.697
C -3.643 8.118 -5.649
C -3.848 6.612 -5.598
C -5.095 6.197 -6.364
O -3.955 6.188 -4.240
H -4.488 8.639 -5.189
H -2.750 8.402 -5.089
H -3.537 8.469 -6.677
H -2.975 6.109 -6.020
H -5.987 6.656 -5.927
H -5.234 5.116 -6.312
H -5.032 6.491 -7.413
H -4.723 6.624 -3.853
C -12.174 0.577 -0.969
C -11.211 1.417 -1.794
C -11.814 1.794 -3.138
O -10.001 0.688 -2.002
H -12.412 -0.357 -1.486
H -11.723 0.306 -0.013
H -13.104 1.115 -0.777
H -10.949 2.322 -1.243
H -12.041 0.900 -3.725
H -11.108 2.388 -3.721
H -12.733 2.370 -3.012
H -10.219 -0.115 -2.489
C 9.980 -2.450 0.075
C 8.854 -3.016 0.927
C 9.020 -2.637 2.390
O 8.827 -4.437 0.803
H 10.947 -2.846 0.400
H 9.852 -2.738 -0.969
H 10.013 -1.361 0.135
H 7.896 -2.644 0.559
H 9.954 -3.039 2.794
H 8.210 -3.059 2.989
H 9.023 -1.553 2.520
H 9.670 -4.778 1.125
C 1.988 -5.373 0.244
C 1.022 -4.497 1.029
C 0.228 -5.312 2.038
O 0.124 -3.846 0.128
H 1.448 -6.138 -0.322
H 2.542 -4.776 -0.481
H 2.700 -5.869 0.906
H 1.578 -3.713 1.547
H -0.372 -6.075 1.532
H -0.466 -4.672 2.586
H 0.887 -5.806 2.754
H -0.374 -4.529 -0.336
C 2.924 -4.505 -5.285
C 2.341 -4.766 -3.905
C 1.306 -3.713 -3.534
O 3.387 -4.771 -2.934
H 3.429 -3.535 -5.315
H 3.671 -5.261 -5.534
H 2.147 -4.516 -6.052
H 1.882 -5.756 -3.882
H 1.760 -2.717 -3.507
H 0.902 -3.905 -2.538
H 0.481 -3.699 -4.249
H 3.803 -3.901 -2.942
```

The LUMO energy comes out at 0.6 eV. Its energy above the lowest of the compared OMol25 structures with the same formula, charge and spin is 0.0 kJ/mol. Its net charge is 0. The HOMO-LUMO gap comes out at 9.6 eV. The value obtained for the total energy is -2570.039991 Eh. The SMILES is CCCCCCCCC[C@H](C#N)[C@](C#N)(CC=O)CC(N)(N)N.CC(C)O.CC(C)O.CC(C)O.CC(C)O.CC(C)O.CC(C)O.CC(C)O.CC(C)O.



No. 2
C7H8IN | ωB97M-V with the def2-TZVPD basis set

Geometry as XYZ:
```
17
C7H8IN | OMol25 | ωB97M-V with the def2-TZVPD basis set
C 0.194 -0.208 -1.645
C 1.466 0.135 -1.420
C -0.601 -1.050 -0.749
C 2.216 -0.268 -0.249
C -1.941 1.386 1.599
C -1.474 0.870 0.470
C -1.388 -0.551 0.206
N 1.751 -1.164 0.517
I 2.756 -1.739 2.178
H -0.320 0.158 -2.526
H 1.989 0.777 -2.115
H -0.511 -2.117 -0.898
H 3.162 0.251 -0.088
H -1.972 2.448 1.771
H -2.288 0.759 2.401
H -1.086 1.522 -0.302
H -1.953 -1.211 0.849
```

The LUMO energy comes out at 0.1 eV. Its energy above the lowest of the compared OMol25 structures with the same formula, charge and spin is 32.6 kJ/mol. Its net charge is 0. The HOMO-LUMO gap comes out at 8.6 eV. The value obtained for the total energy is -623.875901 Eh.



No. 3
C7H18O4Si | ωB97M-V with the def2-TZVPD basis set

Geometry as XYZ:
```
30
C7H18O4Si | OMol25 | ωB97M-V with the def2-TZVPD basis set
O 1.137 3.270 0.641
O 0.335 -1.862 1.481
O -1.601 -1.345 -0.344
O 0.887 -1.528 -1.159
C 2.373 3.236 -0.098
C -0.310 -3.101 1.578
C -2.523 -0.768 0.535
C 0.557 -2.774 -1.710
C -0.001 3.151 -0.205
C -0.136 1.714 -0.761
C 0.113 0.738 0.404
Si -0.050 -1.093 0.112
H 2.323 3.924 -1.010
H 3.207 3.485 0.647
H 2.444 2.199 -0.454
H -1.392 -2.997 1.395
H 0.037 -3.670 0.737
H -0.108 -3.572 2.542
H -2.074 0.170 0.763
H -2.507 -1.249 1.493
H -3.506 -0.597 0.055
H 0.265 -2.771 -2.775
H -0.289 -3.172 -1.135
H 1.432 -3.345 -1.520
H -0.868 3.425 0.432
H 0.156 3.796 -1.102
H -1.127 1.552 -1.093
H 0.528 1.379 -1.540
H -0.435 0.936 1.322
H 1.132 0.871 0.769
```

The LUMO energy comes out at 0.9 eV. Its net charge is 0. The HOMO-LUMO gap comes out at 10.5 eV. The value obtained for the total energy is -868.012890 Eh.



No. 4
C18H28CeN | ωB97M-V with the def2-TZVPD basis set

Geometry as XYZ:
```
48
C18H28CeN | OMol25 | ωB97M-V with the def2-TZVPD basis set
C 1.403 2.196 -0.142
H 1.711 2.710 0.799
H 2.164 2.317 -0.939
H 1.507 1.129 0.054
C 0.124 2.789 -0.552
H -0.606 2.176 -1.136
H -0.449 3.118 0.325
C 0.342 4.095 -1.351
H -0.602 4.584 -1.610
H 0.895 4.862 -0.790
H 0.865 3.960 -2.302
C -0.572 -2.284 -1.006
C -0.982 -1.211 -1.887
C 0.208 -0.462 -2.239
C 1.331 -1.081 -1.597
C 0.859 -2.188 -0.827
C 1.702 -3.181 -0.105
C 2.764 -0.827 -1.979
C 0.281 0.656 -3.237
C -2.380 -0.728 -2.080
C -1.474 -3.201 -0.264
Ce -0.273 -0.235 0.199
H 3.446 -1.121 -1.165
H 3.066 -1.410 -2.882
H 2.938 0.238 -2.216
H 2.713 -2.794 0.051
H 1.276 -3.432 0.875
H 1.807 -4.129 -0.669
H -2.462 -2.767 -0.072
H -1.630 -4.103 -0.863
H -1.061 -3.527 0.692
H -2.428 0.286 -2.503
H -2.867 -1.402 -2.793
H -2.995 -0.732 -1.162
H 1.037 1.409 -2.953
H 0.569 0.270 -4.235
H -0.692 1.174 -3.341
C -1.367 0.355 5.319
C -0.837 1.458 4.636
C -0.459 1.317 3.308
N -0.619 0.131 2.660
C -1.156 -0.942 3.299
C -1.552 -0.851 4.630
H -1.605 0.425 6.369
H -0.694 2.415 5.116
H -0.017 2.141 2.736
H -1.252 -1.872 2.717
H -1.979 -1.731 5.110
```

The LUMO energy (spin up / spin down) comes out at -6.9 / -6.8 eV. Its energy above the lowest of the compared OMol25 structures with the same formula, charge and spin is 0.0 kJ/mol. Its net charge is +2. The HOMO-LUMO gap (spin up / spin down) comes out at 8.5 / 8.6 eV. The spin multiplicity is 2. The value obtained for the total energy is -1231.995423 Eh.



No. 5
C47H107ClN8O11PS | ωB97M-V with the def2-TZVPD basis set

Geometry as XYZ:
```
176
C47H107ClN8O11PS | OMol25 | ωB97M-V with the def2-TZVPD basis set
C 5.650 -0.494 4.172
C 6.783 0.682 4.278
C 6.709 1.557 2.910
O 7.565 2.445 2.661
O 5.625 1.248 2.017
C 5.132 2.433 1.344
C 3.524 2.386 1.084
C 3.117 1.147 0.121
C 3.178 -0.290 0.833
O 1.921 -1.018 0.895
C 1.245 -1.098 -0.396
C -0.312 -1.364 -0.104
C -0.714 -1.221 1.477
C -2.335 -1.009 1.564
C -3.120 -2.303 2.093
S -2.960 -2.509 3.959
O -4.352 -2.753 4.496
O -2.419 -1.256 4.622
Cl -1.719 -4.155 4.233
C 1.572 0.113 -1.407
P 0.421 0.279 -2.900
C -0.842 1.669 -2.750
C -0.324 -1.362 -3.463
N 1.817 1.404 -0.644
C 0.682 1.819 0.245
C 0.424 3.432 0.276
C -0.899 3.600 1.225
C -2.162 4.213 0.457
N -3.273 4.349 1.478
C -4.498 5.140 1.247
C -5.351 5.058 2.557
C -4.627 4.150 3.608
C -3.353 3.754 2.825
H 5.935 -1.087 3.217
H 4.618 -0.041 3.996
H 5.715 -1.131 5.120
H 6.585 1.333 5.196
H 7.804 0.162 4.284
H 5.642 2.479 0.303
H 5.343 3.395 1.924
H 2.947 2.380 2.072
H 3.313 3.337 0.454
H 3.933 1.135 -0.705
H 3.516 -0.136 1.931
H 3.968 -1.013 0.375
H 1.648 -2.059 -0.911
H -0.550 -2.459 -0.376
H -1.042 -0.687 -0.664
H -0.277 -0.254 1.938
H -0.383 -2.159 2.039
H -2.796 -0.675 0.573
H -2.542 -0.150 2.315
H -2.901 -3.265 1.519
H -4.248 -2.088 1.931
H 2.612 -0.142 -1.857
H -1.446 1.771 -3.725
H -0.253 2.664 -2.656
H -1.542 1.608 -1.847
H -1.343 -1.476 -2.926
H -0.560 -1.334 -4.585
H 0.352 -2.228 -3.148
H 2.060 2.158 -1.327
H 0.924 1.482 1.319
H -0.335 1.371 -0.035
H 1.263 4.007 0.791
H 0.197 3.784 -0.795
H -1.171 2.563 1.667
H -0.607 4.269 2.103
H -1.887 5.296 0.176
H -2.512 3.619 -0.454
H -4.758 5.710 0.289
H -6.352 5.578 2.752
H -4.920 3.853 4.664
H -2.605 3.055 3.334
C 1.706 2.508 7.597
C 2.178 3.016 6.238
C 1.069 3.700 5.411
O 0.141 2.800 4.810
C -0.873 2.329 5.682
N 2.792 1.902 5.500
H 1.133 1.581 7.524
H 2.565 2.298 8.240
H 1.087 3.255 8.101
H 2.953 3.767 6.426
H 1.548 4.225 4.576
H 0.544 4.463 5.996
H -1.180 3.089 6.405
H -0.540 1.425 6.193
H -1.738 2.060 5.072
H 3.202 2.265 4.640
H 2.034 1.301 5.171
C 4.033 -3.203 -5.856
C 3.545 -1.769 -5.677
C 4.644 -0.707 -5.881
O 5.557 -0.587 -4.793
C 6.579 -1.573 -4.773
N 2.915 -1.642 -4.355
H 4.600 -3.566 -4.996
H 3.182 -3.879 -5.980
H 4.663 -3.295 -6.744
H 2.777 -1.593 -6.438
H 4.157 0.271 -5.962
H 5.183 -0.863 -6.823
H 6.898 -1.857 -5.779
H 6.243 -2.449 -4.215
H 7.437 -1.157 -4.241
H 2.494 -0.715 -4.280
H 3.666 -1.623 -3.663
C -9.582 8.157 -1.708
C -8.458 8.814 -0.913
C -7.052 8.291 -1.275
O -6.747 7.004 -0.743
C -7.291 5.920 -1.482
N -8.737 8.662 0.521
H -9.820 7.153 -1.350
H -10.498 8.747 -1.623
H -9.325 8.091 -2.769
H -8.477 9.884 -1.151
H -6.315 8.971 -0.834
H -6.882 8.311 -2.358
H -7.312 6.121 -2.556
H -8.292 5.683 -1.116
H -6.663 5.044 -1.306
H -8.045 9.192 1.049
H -8.536 7.692 0.768
C 4.750 -6.146 -0.843
C 4.261 -4.713 -0.664
C 5.359 -3.647 -0.869
O 6.271 -3.526 0.217
C 7.295 -4.510 0.237
N 3.633 -4.586 0.659
H 5.319 -6.508 0.016
H 3.901 -6.822 -0.966
H 5.380 -6.236 -1.733
H 3.492 -4.537 -1.425
H 4.870 -2.669 -0.950
H 5.898 -3.801 -1.812
H 7.614 -4.794 -0.769
H 6.961 -5.387 0.794
H 8.153 -4.092 0.768
H 3.212 -3.661 0.733
H 4.383 -4.567 1.351
C -8.631 1.147 -5.160
C -8.337 2.624 -5.405
C -7.055 3.126 -4.707
O -7.189 3.331 -3.303
C -7.092 2.148 -2.526
N -9.510 3.415 -5.010
H -9.049 0.960 -4.168
H -9.364 0.784 -5.884
H -7.726 0.543 -5.270
H -8.190 2.749 -6.483
H -6.808 4.109 -5.124
H -6.199 2.474 -4.923
H -6.383 1.432 -2.950
H -8.078 1.693 -2.414
H -6.747 2.429 -1.528
H -9.355 4.387 -5.274
H -9.529 3.442 -3.990
C 1.637 -11.742 0.640
C 2.657 -11.146 1.605
C 3.147 -9.739 1.201
O 4.080 -9.726 0.123
C 3.492 -9.839 -1.163
N 3.778 -12.085 1.752
H 2.095 -12.120 -0.277
H 1.124 -12.586 1.108
H 0.880 -11.003 0.364
H 2.164 -11.051 2.578
H 3.683 -9.311 2.055
H 2.307 -9.066 0.993
H 2.522 -9.337 -1.219
H 3.397 -10.891 -1.439
H 4.167 -9.371 -1.883
H 4.404 -11.738 2.476
H 4.338 -12.026 0.900
```

The LUMO energy comes out at -2.6 eV. Its net charge is +1. The HOMO-LUMO gap comes out at 7.0 eV. The value obtained for the total energy is -4319.702577 Eh.



No. 6
C2H3N3 | ωB97M-V with the def2-TZVPD basis set

Geometry as XYZ:
```
8
C2H3N3 | OMol25 | ωB97M-V with the def2-TZVPD basis set
H 0.569 -0.343 -2.269
N 0.866 0.061 -1.370
C 0.003 -0.089 -0.439
N -1.170 -0.785 -0.505
C 0.323 0.438 0.867
N 0.409 0.742 1.991
H -1.838 -0.672 0.256
H -1.424 -1.202 -1.364
```

The LUMO energy comes out at 0.7 eV. Its energy above the lowest of the compared OMol25 structures with the same formula, charge and spin is 42.1 kJ/mol. Its net charge is 0. The HOMO-LUMO gap comes out at 10.9 eV. The value obtained for the total energy is -242.256660 Eh. The SMILES is [H]/N=C(\N)C#N.



No. 7
F5HSi2 | ωB97M-V with the def2-TZVPD basis set

Geometry as XYZ:
```
8
F5HSi2 | OMol25 | ωB97M-V with the def2-TZVPD basis set
F -0.022 1.617 -1.665
Si 0.342 1.112 -0.190
F 1.910 1.383 0.077
Si -0.302 -1.147 0.228
F -1.007 -1.827 -1.050
F 0.786 -2.226 0.708
F -1.436 -1.121 1.323
H -0.270 2.209 0.569
```

The LUMO energy comes out at 0.0 eV. Its energy above the lowest of the compared OMol25 structures with the same formula, charge and spin is 0.0 kJ/mol. Its net charge is 0. The HOMO-LUMO gap comes out at 12.1 eV. The value obtained for the total energy is -1079.237938 Eh. The SMILES is F[SiH](F)[Si](F)(F)F.



No. 8
C3H8NO | ωB97M-V with the def2-TZVPD basis set

Geometry as XYZ:
```
13
C3H8NO | OMol25 | ωB97M-V with the def2-TZVPD basis set
C 0.526 0.318 -0.617
C 1.652 -0.507 -0.633
C -0.498 2.045 0.863
N 0.417 1.228 0.483
H -0.096 0.334 -1.501
H 2.172 -1.196 0.091
H 2.203 -0.649 -1.555
H -0.311 2.886 1.569
H -1.423 2.101 0.311
H 1.202 1.171 1.161
H -1.436 -2.636 0.568
H -2.608 -2.778 -0.461
O -1.799 -2.317 -0.280
```

The LUMO energy comes out at -5.8 eV. Its energy above the lowest of the compared OMol25 structures with the same formula, charge and spin is 247.8 kJ/mol. Its net charge is +1. The HOMO-LUMO gap comes out at 8.5 eV. The value obtained for the total energy is -248.741529 Eh.



No. 9
C2H3INOS | ωB97M-V with the def2-TZVPD basis set

Geometry as XYZ:
```
9
C2H3INOS | OMol25 | ωB97M-V with the def2-TZVPD basis set
C 0.436 0.187 0.343
C -0.520 0.878 0.614
N 1.477 -0.754 -0.050
O -1.912 2.287 -1.012
S -1.906 1.883 0.378
I -2.782 -1.689 -0.014
H 1.768 -0.645 -1.093
H 1.226 -1.671 0.232
H 2.213 -0.477 0.603
```

The LUMO energy (spin up / spin down) comes out at -5.8 / -6.5 eV. Its energy above the lowest of the compared OMol25 structures with the same formula, charge and spin is 174.0 kJ/mol. Its net charge is +1. The HOMO-LUMO gap (spin up / spin down) comes out at 7.8 / 6.7 eV. The value obtained for the total energy is -903.432529 Eh.